72
Properties=species:S:1:pos:R:3:mulliken_charge:R:1 method="wB97M-V/def2-TZVPD" homo_lumo_gap_ev=7.97 total_charge=-1
S 0.5202 -1.4205 2.8143 0.755
S 2.2743 0.5079 1.8902 0.999
O 2.7388 2.7821 0.3717 -0.586
O 3.6612 0.1087 1.7567 -0.801
O -0.7732 -0.8330 3.0622 -0.667
O 1.3404 -1.6725 3.9762 -0.701
O 1.9508 1.3236 3.0508 -0.708
N -3.1404 -2.9745 3.5626 -0.518
N 0.8977 1.4413 -0.5130 -0.206
N -2.0544 5.1199 -0.7263 0.131
N 1.2873 -0.7105 1.6045 -0.042
N 0.7490 -3.1612 -2.7982 0.155
C 0.8790 -1.9865 -1.9416 -0.407
C -1.8210 3.7031 1.4016 -0.875
C 0.2667 -3.0268 2.0333 -0.440
C 1.2264 -4.4085 -2.2314 -0.546
C 0.0999 -4.1609 3.0402 -0.952
C 2.7389 -4.6724 -2.2397 -0.995
C -2.1320 -3.7411 4.3098 -0.553
C -1.3252 -4.6253 3.3592 -0.731
C -0.6893 5.1942 -1.2176 -0.733
C 2.2714 -1.3991 -1.7217 -0.149
C -2.5638 6.3268 -0.1076 -0.350
C 0.6912 -4.0340 -5.1169 -1.448
C 0.4099 5.5845 -0.2223 -0.666
C -2.3978 3.9038 -0.0048 -0.696
C 1.1208 -2.9176 -4.1750 -0.343
C -2.4740 7.5439 -1.0163 -1.425
B 1.9475 1.6627 0.4518 0.360
H 1.2392 -4.9594 -4.9339 0.287
H 0.9063 2.1874 -1.2015 0.139
H 1.3254 5.8289 -0.7641 0.378
H 0.8817 -3.7406 -6.1509 0.445
H 0.2382 -1.2055 -2.3637 0.402
H 0.6236 -1.9933 -4.4819 0.443
H 2.2019 -2.7412 -4.3058 0.274
H 0.0135 1.5026 -0.0143 0.152
H -1.8973 -4.7524 2.4358 0.363
H -0.5666 -2.9480 1.3375 0.338
H -2.3228 2.8654 1.8882 0.410
H -2.0688 6.5620 0.8489 0.265
H 3.2629 -4.0871 -1.4867 0.277
H 3.1837 -4.4492 -3.2112 0.245
H 2.8760 -2.0179 -1.0596 0.136
H -3.6834 -2.3974 4.1910 0.189
H -0.3749 -4.2392 -5.0083 0.332
H -3.4901 3.8684 0.0606 0.372
H 2.8191 -1.2490 -2.6561 0.429
H 2.8325 3.2006 1.2273 0.295
H 0.6502 4.7708 0.4591 -0.002
H -1.9640 4.5829 2.0305 0.350
H -3.6160 6.1469 0.1300 0.458
H 1.1760 -3.1704 1.4531 0.312
H -3.7783 -3.6337 3.1338 0.196
H 0.6182 -3.8955 3.9599 0.418
H -2.9827 8.3901 -0.5519 0.439
H 2.1634 -0.4390 -1.2277 -0.451
H 0.1368 6.4593 0.3704 0.315
H -0.7578 3.4665 1.3837 -0.001
H -0.6622 5.8979 -2.0542 0.363
H 0.6177 -5.0341 2.6339 0.332
H -2.6117 -4.3749 5.0677 0.338
H -1.4703 -3.0547 4.8356 0.389
H -2.9490 7.3422 -1.9774 0.335
H -0.4509 4.2222 -1.6566 0.283
H 0.8578 -4.4613 -1.2042 0.234
H 0.7337 -5.2324 -2.7573 0.380
H 2.9289 -5.7276 -2.0285 0.396
H 0.4451 -2.2230 -0.9676 -0.185
H -1.2311 -5.6236 3.7943 0.408
H -1.4417 7.8441 -1.1993 0.283
H -2.1124 3.0539 -0.6311 0.379